An isolated molecule of C21H23ClFN3O2 in a non-equilibrium geometry. Source: OMol25; level of theory: ωB97M-V with the def2-TZVPD basis set.

For the strongest force on any atom, the calculation gives 16.89 eV Å⁻¹. The structure (SMILES) is O=C(NC1CCCCC1)[C@@H](c1cccnc1)N(C(=O)CCl)c1ccc(F)cc1. For the energy relative to the best compared isomer or geometry (same formula, charge and spin), the calculation gives 17.845 eV. Its LUMO energy is -0.0442 eV.

Positions of all 51 atoms, in Å:
O -0.40 1.97 1.21
C -0.19 1.64 0.01
N 0.75 2.28 -0.72
C 1.38 3.60 -0.37
C 1.88 4.67 -1.30
C 2.91 4.18 -2.19
C 4.19 3.45 -1.69
C 3.84 2.44 -0.62
C 2.75 3.04 0.48
C -0.52 0.63 -0.71
C 0.32 -0.29 -1.17
C 1.66 -0.56 -0.34
C 2.51 -1.41 -1.05
C 2.27 -1.83 -2.35
N 1.43 -1.63 -3.21
C 0.24 -0.92 -2.60
N -1.55 -0.21 0.07
C -2.83 0.32 0.10
O -3.21 0.92 -1.02
C -3.93 -0.53 0.92
Cl -4.02 -2.05 0.52
C -1.19 -1.11 0.99
C -0.82 -0.88 2.21
C -0.40 -1.73 2.98
C -0.12 -3.04 2.68
F 0.42 -3.84 3.74
C -0.47 -3.28 1.29
C -0.92 -2.36 0.45
H 0.94 2.15 -1.72
H 0.92 4.04 0.43
H 2.34 5.29 -0.85
H 1.07 4.89 -1.73
H 3.06 4.85 -2.98
H 2.48 3.24 -2.80
H 4.85 3.04 -2.41
H 4.70 4.45 -0.99
H 4.53 2.18 -0.12
H 3.42 1.52 -0.95
H 2.72 2.22 1.25
H 3.41 3.85 0.89
H -1.25 0.91 -1.69
H 1.69 -0.25 0.50
H 3.36 -1.92 -0.51
H 2.89 -2.60 -2.73
H -0.55 -0.58 -3.25
H -3.69 -0.31 1.90
H -4.78 -0.13 0.81
H -0.89 0.26 2.62
H -0.13 -1.49 4.15
H -0.21 -4.46 0.86
H -0.97 -2.83 -0.48